(1)
73
Properties=species:S:1:pos:R:3:forces:R:3:mulliken_charge:R:1 method="wB97M-V/def2-TZVPD" lumo_ev=-2.13 homo_lumo_gap_ev=8.34 e_tot_ha=-2326.299118 max_force_ev_per_a=2.4 homo_energy_ev=-10.5 relative_energy_ev=0.000
O -1.571 -1.997 1.629 -0.271 -0.029 0.024 -0.881
P -1.354 -1.248 0.356 0.255 -1.156 0.820 0.649
C -1.867 0.457 0.461 0.531 1.026 -0.534 -0.135
C -1.146 1.560 0.155 -0.776 -0.638 0.197 0.723
C 0.201 1.682 -0.384 0.181 0.131 -0.119 -0.675
C 1.247 1.941 0.703 0.491 -0.220 -0.208 -0.390
O 2.327 1.044 0.486 0.073 0.085 -0.428 -0.429
C -1.985 2.761 0.486 0.966 1.497 0.002 0.172
O -1.617 3.916 0.578 -1.113 -2.094 -0.317 -0.552
O -3.255 2.309 0.727 -0.217 -0.123 0.680 -0.186
C -3.181 0.911 0.912 -1.520 -0.594 0.907 0.282
O -4.101 0.288 1.403 1.358 1.229 -1.109 -0.575
H -0.004 -1.197 0.035 0.076 0.288 -0.447 0.031
H -2.051 -1.853 -0.690 0.068 0.396 -0.344 0.157
H 0.468 0.764 -0.880 0.203 -0.277 -0.232 0.298
H 0.225 2.477 -1.118 0.032 0.230 -0.220 0.355
H 1.609 2.952 0.617 0.059 0.363 0.057 0.191
H 0.857 1.788 1.697 -0.312 0.038 0.357 0.520
H 2.550 0.628 1.312 0.201 -0.221 0.420 0.254
O 2.189 3.374 3.366 0.214 0.154 -0.160 -0.597
H 2.977 3.574 3.880 -0.007 -0.094 0.193 0.288
H 1.578 4.090 3.573 -0.088 0.012 0.007 0.312
O -3.496 -3.688 0.406 -0.192 -0.074 -0.237 -0.511
H -2.691 -3.459 0.890 0.050 0.125 0.251 0.305
H -4.127 -3.008 0.658 -0.018 0.076 0.171 0.263
O -0.141 -3.365 -1.522 0.547 0.963 -0.264 -0.663
H 0.680 -3.722 -1.872 0.178 0.159 0.096 0.289
H -0.591 -4.154 -1.163 -0.270 -0.001 -0.078 0.413
O -4.174 5.553 -0.924 0.092 -0.040 -0.050 -0.630
H -3.378 5.369 -0.415 0.113 0.040 0.055 0.326
H -4.780 4.857 -0.665 -0.160 -0.020 0.071 0.305
O 0.285 -2.727 3.634 -0.061 -0.245 -0.017 -0.681
H -0.132 -2.874 4.490 -0.021 -0.036 0.142 0.313
H -0.456 -2.717 3.006 0.114 0.309 -0.078 0.455
O 1.673 -1.546 -3.552 -0.255 0.044 0.299 -0.583
H 0.855 -1.908 -3.188 0.066 -0.029 -0.084 0.299
H 1.987 -2.194 -4.187 0.110 0.043 -0.120 0.291
O -5.829 -0.002 3.986 0.056 0.046 0.130 -0.652
H -6.522 -0.416 3.468 -0.105 -0.042 -0.060 0.296
H -5.218 0.349 3.331 0.031 -0.031 -0.079 0.364
O 3.517 4.327 0.673 0.112 0.089 -0.039 -0.559
H 4.427 4.631 0.646 0.100 0.046 -0.033 0.308
H 3.340 4.158 1.606 -0.200 -0.159 0.037 0.258
O 4.595 1.333 -2.447 0.109 -0.089 0.162 -0.633
H 4.128 1.207 -1.612 -0.004 -0.064 0.012 0.277
H 3.904 1.266 -3.115 -0.058 0.086 -0.030 0.324
O 4.621 -0.858 -4.788 -0.189 -0.071 0.019 -0.592
H 5.068 -0.934 -3.938 0.123 -0.041 0.034 0.338
H 4.936 -0.023 -5.139 0.126 0.047 -0.115 0.274
O -5.971 1.340 -0.872 0.027 -0.092 -0.056 -0.635
H -5.480 1.181 -0.061 -0.123 -0.026 0.134 0.373
H -5.660 2.192 -1.187 -0.004 0.092 -0.074 0.296
O 0.614 -5.696 3.391 0.064 -0.137 -0.125 -0.660
H -0.220 -5.869 3.831 -0.078 -0.026 0.141 0.300
H 0.683 -4.733 3.394 0.040 0.215 0.028 0.398
O 2.878 3.731 -2.556 -0.186 0.036 0.001 -0.591
H 3.406 3.674 -1.752 -0.069 0.039 -0.040 0.276
H 3.183 4.534 -3.002 0.067 -0.032 0.072 0.320
O -1.187 -5.531 -0.962 -0.326 -1.039 0.404 -0.618
H -2.058 -5.889 -0.747 -0.332 0.219 -0.084 0.292
H -0.793 -6.170 -1.558 0.063 -0.134 -0.102 0.278
O 7.055 -0.026 -2.955 -0.042 0.001 -0.143 -0.628
H 7.824 0.230 -2.445 0.115 0.004 0.050 0.285
H 6.386 0.653 -2.782 -0.173 -0.032 0.140 0.332
O 4.017 6.283 -3.626 -0.089 -0.080 -0.033 -0.655
H 4.868 6.565 -3.283 0.099 0.014 0.016 0.311
H 3.414 7.008 -3.437 -0.051 0.062 0.005 0.323
O -1.735 -4.229 5.641 0.088 0.010 -0.161 -0.608
H -2.147 -4.372 6.496 0.015 -0.002 0.132 0.291
H -2.468 -4.208 5.019 -0.073 0.041 -0.070 0.319
O -4.103 -5.663 -1.510 0.105 -0.328 -0.338 -0.617
H -4.955 -5.973 -1.200 -0.077 -0.029 0.077 0.302
H -4.125 -4.707 -1.405 0.143 0.085 0.280 0.311

---

(2)
16
Properties=species:S:1:pos:R:3:forces:R:3:mulliken_charge:R:1 method="wB97M-V/def2-TZVPD" lumo_ev=-0.34 homo_lumo_gap_ev=8.79 e_tot_ha=-3457.046759 smiles="FC(F)(F)[C@H]1CC(I)=NC=C1Br" max_force_ev_per_a=3.0 homo_energy_ev=-9.1 relative_energy_ev=0.471
C -0.685 -0.409 0.418 0.814 -1.975 1.304 0.221
C -0.250 1.979 -0.121 -2.642 0.165 1.146 -0.159
C -1.161 0.979 0.096 0.511 1.675 0.383 -0.200
C 0.641 -0.657 -0.415 -2.089 0.529 0.890 -0.860
C 1.537 0.617 -0.147 0.326 -2.974 -0.077 0.158
C -1.795 -1.456 0.075 0.357 2.478 -1.016 0.672
N 1.100 1.767 0.021 1.106 0.249 -0.260 -0.470
F -2.167 -1.357 -1.211 -0.002 0.319 -0.858 -0.256
F -1.430 -2.684 0.221 0.797 -1.992 0.991 -0.269
F -2.895 -1.202 0.776 -0.142 -0.895 0.927 -0.228
Br -3.036 1.418 0.094 0.829 0.598 -0.090 -0.136
I 3.618 0.175 -0.026 -0.449 0.265 -0.001 0.054
H -0.360 -0.750 1.510 -1.151 1.630 -1.567 0.288
H -0.533 3.065 -0.133 0.020 -1.347 -0.476 0.373
H 0.958 -1.704 -0.059 0.323 1.875 -1.248 0.446
H 0.153 -0.550 -1.415 1.391 -0.599 -0.046 0.365

---

(3)
17
Properties=species:S:1:pos:R:3:forces:R:3:mulliken_charge:R:1 method="wB97M-V/def2-TZVPD" lumo_ev=2.92 homo_lumo_gap_ev=7.03 e_tot_ha=-1105.811635 total_charge=-1 smiles="Cc1c(Cl)cnc(N=[N+]([O-])[O-])c1F" max_force_ev_per_a=2.0 homo_energy_ev=-4.1 relative_energy_ev=0.000
C -0.987 -2.056 1.104 -0.063 0.072 -0.420 -0.433
C 0.066 -0.015 0.375 -0.012 -0.090 0.178 0.386
C 0.389 0.177 1.697 -0.073 0.010 -0.049 0.829
C -0.652 -1.185 0.089 0.049 0.022 0.179 0.572
C 0.015 -0.748 2.713 -0.509 -0.579 -0.070 0.051
C 0.451 0.957 -0.697 0.032 0.054 0.153 -1.559
N -0.669 -1.852 2.363 0.073 0.115 0.311 -0.568
N 0.461 -0.556 3.950 1.572 1.279 -0.279 -0.719
N -0.117 -1.044 5.017 -0.404 -0.053 -0.020 1.012
O -1.329 -1.243 5.053 -0.674 -0.229 0.056 -0.639
O 0.599 -1.182 6.006 0.268 -0.232 0.549 -0.702
F 1.080 1.295 2.043 -0.143 -0.264 -0.014 -0.362
Cl -1.111 -1.531 -1.554 -0.094 -0.111 -0.243 -0.272
H -1.535 -2.967 0.898 -0.054 -0.055 -0.188 0.383
H 1.151 0.489 -1.391 -0.004 0.028 -0.061 0.314
H -0.430 1.258 -1.264 0.023 0.018 -0.048 0.356
H 0.917 1.837 -0.262 0.014 0.015 -0.033 0.353

---

(4)
13
Properties=species:S:1:pos:R:3:forces:R:3:mulliken_charge:R:1 method="wB97M-V/def2-TZVPD" lumo_ev="-7.03 / -7.03" homo_lumo_gap_ev="6.86 / 6.86" e_tot_ha=-800.272001 total_charge=+1 max_force_ev_per_a=5.8 homo_energy_ev="-13.9 / -13.9"
C 0.857 -1.415 -0.273 -0.396 -1.375 1.995 0.591
C -0.649 0.751 0.055 2.062 1.326 -1.117 -0.145
C -1.027 -0.163 0.925 -4.011 -3.939 0.618 -0.370
C 0.376 1.399 -0.906 -0.986 -2.275 1.285 -0.265
C -0.807 -1.639 1.053 1.812 -0.153 1.080 0.015
C 1.496 0.678 -1.240 -1.414 5.647 -0.274 0.264
N 1.403 -0.582 -0.808 2.607 -0.715 -1.481 0.072
N 0.276 -2.212 0.553 -1.608 -0.834 -0.218 -0.426
Cl 2.888 1.562 -1.825 -0.777 -1.604 0.132 -0.063
H -1.256 1.481 0.429 -1.524 2.938 -0.325 0.330
H -2.104 0.019 1.301 2.092 0.121 0.176 0.267
H -0.049 2.401 -1.040 1.572 -0.121 -0.723 0.344
H -1.406 -2.280 1.775 0.572 0.984 -1.150 0.383

---

(5)
19
Properties=species:S:1:pos:R:3:forces:R:3:mulliken_charge:R:1 method="wB97M-V/def2-TZVPD" lumo_ev=0.31 homo_lumo_gap_ev=9.46 e_tot_ha=-1518.315644 smiles="O=c1occn1[P@](=O)(Cl)Oc1ncco1" max_force_ev_per_a=6.2 homo_energy_ev=-9.1 relative_energy_ev=1.188
C 2.096 0.822 0.919 -0.678 1.308 1.752 -0.339
C -3.346 -0.096 -0.103 -2.805 0.904 -1.294 -0.292
C 1.828 2.028 0.391 0.068 -2.683 -1.321 -0.308
C -2.436 0.804 0.120 2.432 -0.374 0.509 -0.294
C 1.137 0.471 -1.066 -0.658 1.128 -2.577 0.588
C -1.501 -1.135 0.029 -0.050 0.041 0.635 0.581
N 1.556 -0.135 0.065 0.818 -2.004 0.544 0.182
N -2.850 -1.323 -0.126 5.227 -3.318 -0.192 -0.558
O 0.794 -0.027 -2.117 0.068 0.582 1.303 -0.564
O -0.373 -1.999 0.134 -0.422 0.935 -0.510 -0.395
O 1.824 -2.492 1.424 0.504 0.585 0.112 -0.586
O 1.242 1.827 -0.838 -0.133 -0.426 -0.763 -0.347
O -1.198 0.177 0.253 -1.150 -0.715 -0.319 -0.088
P 1.426 -1.830 0.200 -4.359 0.395 0.658 0.889
Cl 2.104 -2.690 -1.413 -0.094 0.146 -0.290 -0.126
H 2.293 0.650 1.964 0.550 -0.436 -0.180 0.379
H -4.337 0.143 -0.508 0.219 -0.399 0.820 0.333
H 2.194 2.989 0.492 0.331 1.667 0.963 0.472
H -2.453 1.816 0.179 0.132 2.665 0.149 0.473

---

(6)
15
Properties=species:S:1:pos:R:3:forces:R:3:mulliken_charge:R:1 method="wB97M-V/def2-TZVPD" lumo_ev=-0.59 homo_lumo_gap_ev=8.31 e_tot_ha=-893.268846 smiles="N#C[C@H](F)n1cccnc1=S" max_force_ev_per_a=4.1 homo_energy_ev=-8.9 relative_energy_ev=0.000
C 1.809 1.958 0.304 0.896 1.498 1.790 0.069
C -1.788 -0.400 0.772 -0.309 2.762 2.992 -0.473
C -0.638 0.346 0.645 -0.145 0.270 -0.304 0.052
C -1.847 -1.408 -0.171 0.870 -0.721 -0.135 -0.044
C 0.518 -1.505 -0.290 0.171 0.011 -0.402 -0.093
C 1.417 0.938 -0.613 -0.290 -1.941 -1.557 0.320
N 2.125 2.818 1.002 -0.241 -0.648 -0.459 -0.351
N 0.506 -0.065 -0.022 0.058 -0.698 0.363 0.171
N -0.727 -1.871 -0.651 -0.940 -1.064 -0.444 -0.413
F 0.659 1.607 -1.562 0.099 -0.036 -0.428 -0.267
S 1.781 -2.612 -0.210 -0.919 1.909 -0.004 -0.281
H -2.587 0.016 1.566 1.638 -1.208 -2.493 0.267
H -0.739 1.383 0.923 0.736 0.239 0.337 0.341
H -2.822 -1.690 -0.534 0.053 -0.613 -0.463 0.408
H 2.334 0.485 -1.159 -1.676 0.242 1.207 0.294

---

(7)
12
Properties=species:S:1:pos:R:3:forces:R:3:mulliken_charge:R:1 method="wB97M-V/def2-TZVPD" lumo_ev=-1.04 homo_lumo_gap_ev=8.50 e_tot_ha=-340.325855 max_force_ev_per_a=7.6 homo_energy_ev=-9.5 relative_energy_ev=5.275
C -0.106 -0.356 1.220 -2.379 -6.380 3.284 0.485
C 1.819 -0.744 0.269 3.884 2.498 -3.623 -0.026
C 1.038 0.312 -0.464 1.041 -0.048 -2.445 -0.205
C -0.179 0.450 0.058 -0.889 1.039 -1.310 0.267
C -1.348 0.912 -0.705 -3.009 3.508 -2.828 -0.297
C -2.189 1.529 -1.456 3.002 -1.885 -0.213 -0.229
H -0.784 -1.722 2.258 1.923 -3.872 2.862 0.285
H 2.980 -0.907 -0.268 -3.417 -0.332 2.190 0.206
H 1.310 0.706 -1.465 -0.056 -0.347 0.842 0.366
H -2.691 1.958 -2.549 1.527 -1.585 4.227 0.298
N -1.110 -0.981 1.803 0.477 6.383 -4.067 -0.582
N 1.261 -1.157 1.300 -2.105 1.018 1.080 -0.569

---

(8)
12
Properties=species:S:1:pos:R:3:forces:R:3:mulliken_charge:R:1 method="wB97M-V/def2-TZVPD" lumo_ev=-1.51 homo_lumo_gap_ev=8.19 e_tot_ha=-340.353605 smiles="[H]/N=C1/C=CC(C#C)=N1" max_force_ev_per_a=9.8 homo_energy_ev=-9.7 relative_energy_ev=4.520
C 1.580 -0.420 -0.122 2.314 -3.423 1.013 0.305
C 1.315 0.925 -0.099 -5.604 5.210 0.010 -0.221
C -0.088 1.258 -0.023 4.363 -1.550 -0.219 -0.349
C -0.644 -0.231 -0.249 1.930 0.504 2.280 0.555
C -2.030 -0.597 -0.176 -2.369 1.179 0.896 -0.385
C -3.227 -0.496 0.115 2.202 -0.985 -1.266 -0.141
H 2.719 -1.844 0.254 -0.663 -8.163 1.216 0.282
H 1.921 1.754 -0.127 2.087 1.228 0.235 0.460
H -0.357 2.368 0.306 -0.257 -2.925 -1.204 0.274
H -4.294 -0.661 0.169 0.581 0.244 0.191 0.395
N 2.751 -0.970 0.081 -1.846 9.424 -1.891 -0.613
N 0.353 -1.085 -0.130 -2.738 -0.744 -1.262 -0.562